(1)
The following is a quantum chemistry calculation of a structure of composition C7H12N at a distorted geometry, from the Open Molecules 2025 dataset.

Atoms and positions in Å:
C -2.395 0.003 -0.669
C -1.625 0.694 0.240
C 0.353 -0.786 -0.311
C -0.504 -0.058 0.690
C 1.339 0.318 0.014
C 0.671 -2.213 -0.025
C 1.370 1.573 -0.599
N 0.631 0.489 1.453
H -3.381 0.389 -1.020
H -2.114 -1.039 -1.010
H -1.927 1.616 0.637
H -0.173 -0.458 -1.266
H -0.174 -2.753 -0.534
H 0.560 -2.241 1.072
H 1.699 -2.533 -0.272
H 0.974 2.395 -0.035
H 0.774 1.584 -1.541
H 2.393 1.857 -0.908
H 0.448 1.278 1.980
H 1.080 -0.114 2.106

The orbital gap (alpha / beta) is 0.30779 / 0.28154 hartree. As for the max |F|: 0.0841 Eh/bohr. The HOMO energy (alpha / beta) is -0.4908 / -0.4677 Eh. As for the total charge: +1. As for the lowest unoccupied orbital energy (alpha / beta): -4.98 / -5.06 eV.


(2)
The following is a quantum chemistry calculation of an isolated molecule of C7H12N2 at a distorted geometry, from the Open Molecules 2025 dataset.

Atoms and positions in Å:
C 0.933 -0.961 0.208
C -0.617 -1.026 0.305
C -0.627 0.324 -0.574
C -0.865 1.654 0.271
C -0.033 1.869 1.445
C 0.730 2.051 2.393
C 0.833 -0.010 -0.942
H 1.501 -2.646 -0.917
H 1.496 -2.854 0.813
H 1.375 -0.430 1.017
H -1.021 -1.854 -0.362
H -1.203 -1.086 1.235
H -1.395 -0.408 -2.281
H -2.472 0.410 -1.365
H -1.923 1.704 0.524
H -0.738 2.411 -0.466
H 1.402 2.306 3.199
H 1.509 0.825 -0.931
H 0.918 -0.485 -1.919
N 1.736 -2.212 0.041
N -1.538 0.418 -1.692

The orbital gap is 0.36078 hartree. As for the max |F|: 0.0575 Eh/bohr. The HOMO energy is -0.3261 Eh. As for the lowest unoccupied orbital energy: 0.94 eV. The SMILES is C#CC[C@]1(N)C[C@@H](N)C1.


(3)
The following is a quantum chemistry calculation of a structure of composition C7H12N2, from the Open Molecules 2025 dataset.

Atoms and positions in Å:
C -0.207 0.534 -1.047
C 0.321 1.723 -1.842
C -1.406 -0.128 -1.722
C 0.281 -1.438 2.911
N 0.898 -0.421 -0.764
C 0.146 -0.662 1.638
C -0.409 0.857 0.411
C 1.186 -0.420 0.671
N -0.976 -0.087 1.238
H 0.762 -1.357 -1.142
H -0.008 1.771 0.839
H 2.218 -0.679 0.897
H -1.840 -0.892 -1.078
H 1.193 2.151 -1.347
H -0.449 2.495 -1.932
H 0.622 1.407 -2.842
H -1.089 -0.590 -2.661
H -2.174 0.611 -1.954
H 0.968 -2.278 2.798
H 0.664 -0.795 3.708
H -0.699 -1.801 3.222

The orbital gap (alpha / beta) is 0.31101 / 0.31099 hartree. As for the max |F|: 0.0147 Eh/bohr. The HOMO energy (alpha / beta) is -0.2883 / -0.2883 Eh. As for the lowest unoccupied orbital energy (alpha / beta): 0.62 / 0.62 eV.


Calculated DFT total energy, -328.23560; -383.33275; -383.31529 hartree (same order as the records).
Calculated relative energy (zero: lowest compared OMol25 entry of this formula, charge and spin), 507.17; 237.51; 283.36 kJ/mol (same order as the records).